Entry from OMol25: 8 unconnected molecules or ions with the total composition C31H51B2O26P in a non-equilibrium geometry (the ωB97M-V functional and the def2-TZVPD basis).

The geometry in XYZ format:
```
111
Properties=species:S:1:pos:R:3:forces:R:3:mulliken_charge:R:1
C 1.80306 3.12544 5.12174 0.48 -0.33 -0.52 -0.906
B 2.71711 2.36864 4.12290 -0.04 -0.31 -0.24 0.392
O 3.64409 1.42136 4.53556 -0.09 -0.07 0.17 -0.540
P 2.52816 2.84779 2.22912 -0.05 0.82 -0.13 -0.730
C 1.07475 1.79769 1.67237 0.12 -0.23 0.45 -0.345
C 1.50099 0.49310 1.07301 0.13 -0.17 -1.06 0.808
O 2.05501 0.39532 -0.00458 -0.50 0.09 0.95 -0.665
O 1.23061 -0.62026 1.79347 0.23 0.03 -0.12 -0.498
B 4.13485 2.18840 1.32222 -0.28 -0.27 -0.07 0.635
O 4.57665 0.89537 1.35478 0.93 0.21 0.52 -0.207
O 4.86225 3.09795 0.59375 -0.14 -0.63 -0.60 -0.546
H 0.77683 2.80457 4.91590 -0.14 0.08 0.13 0.372
H 2.05840 2.93452 6.15799 -0.13 0.07 0.11 0.316
H 1.82649 4.18300 4.87332 -0.12 0.12 0.21 0.256
H 3.32953 0.51922 4.41826 0.24 -0.08 -0.10 0.332
H 0.44254 1.64257 2.54549 -0.11 0.06 -0.08 0.182
H 0.48569 2.35415 0.94996 0.11 0.06 -0.15 0.300
H 0.63063 -0.40526 2.51697 -0.12 0.05 0.03 0.354
H 4.68201 0.54914 2.24675 -0.45 -0.20 0.02 0.254
H 4.32889 3.44578 -0.12939 0.05 0.60 0.24 0.272
C 5.32294 -0.99564 -1.34363 -0.11 -0.02 -0.28 -1.336
C 6.74475 -1.33555 -0.99233 -0.18 0.11 -0.10 0.685
C 7.69037 -0.15990 -0.88627 0.07 -0.03 0.13 -0.473
O 8.95521 -0.76526 -1.19489 -0.04 0.10 0.01 -0.361
C 8.71407 -1.83056 -1.99792 -0.09 0.00 0.01 0.584
O 9.54951 -2.43899 -2.58144 0.08 -0.03 -0.05 -0.531
O 7.38819 -2.09742 -2.03855 0.04 -0.01 0.10 -0.387
H 4.80418 -0.60732 -0.46995 -0.02 0.02 -0.01 0.240
H 5.28277 -0.24355 -2.13372 0.05 0.02 0.00 0.351
H 4.79123 -1.87418 -1.70721 0.03 -0.08 0.11 0.371
H 6.77769 -1.94089 -0.08205 0.06 -0.02 0.00 0.265
H 7.71634 0.29710 0.09856 0.13 -0.05 0.03 0.225
H 7.48081 0.60497 -1.63713 -0.09 -0.01 -0.01 0.359
C 1.06614 8.39936 8.81184 0.01 0.09 -0.24 -1.424
C 0.77096 6.95058 8.52002 0.07 0.17 0.03 0.492
C 1.95654 6.09996 8.13360 0.21 -0.31 0.16 -0.545
O 1.35765 5.06549 7.33248 -0.34 0.59 0.11 -0.207
C 0.23531 5.61192 6.77502 0.03 0.03 0.10 0.614
O -0.41148 5.12114 5.91191 -0.02 -0.14 -0.06 -0.508
O -0.04475 6.80706 7.34496 -0.01 -0.03 0.05 -0.360
H 1.50186 8.50529 9.80454 0.00 -0.02 0.02 0.377
H 1.76095 8.81245 8.07979 0.00 -0.02 -0.02 0.340
H 0.15126 8.98765 8.76636 -0.04 -0.03 0.10 0.356
H 0.22717 6.49778 9.35414 -0.01 -0.04 -0.02 0.257
H 2.46820 5.66275 8.98706 -0.02 -0.15 -0.05 0.310
H 2.67608 6.63928 7.51368 -0.04 0.11 0.03 0.317
C -0.16537 -1.75496 -1.24854 -0.07 -0.21 0.27 -0.906
C -1.04148 -1.10297 -2.27591 0.33 -0.01 0.18 1.378
C -1.39870 0.33378 -1.97736 0.05 0.11 -0.05 0.068
O -2.66199 0.47838 -2.64963 0.07 -0.02 -0.10 -0.381
C -3.23600 -0.74755 -2.69071 0.01 0.04 0.29 0.486
O -4.37795 -0.94249 -2.95501 -0.15 -0.16 -0.31 -0.597
O -2.36060 -1.70279 -2.31953 0.03 0.10 -0.10 -0.142
H 0.86911 -1.43633 -1.36490 -0.01 0.07 0.00 0.396
H -0.48869 -1.49736 -0.23802 0.00 0.06 0.00 0.213
H -0.21587 -2.83544 -1.33564 0.12 0.05 -0.07 -0.392
H -0.60966 -1.20844 -3.27513 -0.03 0.03 -0.02 -0.414
H -0.67703 1.05424 -2.35339 -0.09 0.04 -0.14 0.479
H -1.56276 0.50308 -0.91025 0.06 -0.08 0.00 -0.268
C -1.31470 -6.21330 -5.18885 0.29 0.11 -0.06 -1.397
C -1.38794 -6.08026 -3.69001 0.00 0.04 -0.23 0.426
C -1.84571 -4.73341 -3.17901 -0.12 0.05 0.04 0.003
O -1.21504 -4.68134 -1.88276 0.01 -0.10 -0.59 0.001
C -0.09304 -5.44273 -1.94810 0.12 -0.10 -0.11 0.523
O 0.74998 -5.45732 -1.11100 0.00 0.04 0.09 -0.580
O -0.07564 -6.16309 -3.08698 -0.10 -0.04 0.06 -0.381
H -2.31170 -6.35747 -5.60330 -0.02 0.00 0.02 0.386
H -0.87585 -5.32156 -5.63775 -0.01 0.03 0.02 0.249
H -0.69379 -7.06518 -5.46256 -0.09 -0.08 0.03 0.392
H -1.99163 -6.88505 -3.26075 0.02 0.00 0.06 0.304
H -2.92389 -4.64414 -3.07939 0.00 0.01 0.15 0.389
H -1.47075 -3.90638 -3.78437 0.02 -0.06 -0.08 -0.159
C -1.20530 1.88843 -7.47168 -0.01 -0.16 -0.21 -1.546
C -0.82764 0.92448 -6.37775 0.03 0.15 -0.14 0.815
C 0.64926 0.61625 -6.24450 0.01 0.04 0.10 -0.515
O 0.62546 -0.69863 -5.66557 0.05 0.09 -0.05 -0.312
C -0.52504 -1.29293 -6.05896 -0.10 -0.03 0.02 0.714
O -0.77819 -2.44410 -5.89584 0.01 -0.09 0.07 -0.574
O -1.34888 -0.39723 -6.63905 0.01 0.05 0.06 -0.360
H -0.99118 2.91137 -7.16479 0.01 0.00 0.03 0.399
H -0.65425 1.67604 -8.38845 0.01 -0.02 0.00 0.345
H -2.26687 1.80562 -7.69795 -0.04 0.06 0.10 0.378
H -1.24283 1.25419 -5.42044 0.00 -0.06 0.03 0.068
H 1.18854 1.30448 -5.59980 0.02 -0.12 0.13 0.307
H 1.14863 0.55636 -7.21357 -0.05 0.05 -0.04 0.328
C -5.36445 0.90439 -0.54682 0.29 0.24 -0.12 -1.226
C -4.85491 0.79846 0.86241 -0.51 0.04 -0.34 0.572
C -4.92157 2.04200 1.71325 0.09 -0.04 0.04 -0.575
O -3.83022 1.82280 2.63095 0.16 0.00 -0.08 -0.336
C -2.91974 1.04772 2.00427 -0.44 0.04 -0.16 0.330
O -1.81912 0.82647 2.40370 0.27 -0.08 0.11 -0.491
O -3.42547 0.55060 0.85262 0.06 0.03 0.36 0.000
H -6.45128 0.87462 -0.60203 0.00 -0.08 0.15 0.443
H -5.02114 1.82509 -1.02273 0.04 0.01 0.02 0.408
H -4.96406 0.07409 -1.11676 -0.29 -0.08 -0.07 -0.001
H -5.33944 -0.04339 1.36218 0.13 -0.03 0.09 0.234
H -5.85872 2.15930 2.24883 0.10 -0.07 0.19 0.313
H -4.71186 2.94899 1.14220 0.00 -0.02 -0.05 0.301
C -2.94055 -5.13905 0.47620 0.00 -0.01 0.39 -1.214
C -4.02666 -4.20683 0.00702 0.23 -0.20 0.23 1.133
C -4.05721 -2.84504 0.66021 0.12 0.22 -0.27 -0.167
O -5.44238 -2.48247 0.52592 0.15 0.03 0.15 -0.308
C -6.16111 -3.63479 0.51050 0.06 -0.10 -0.13 0.481
O -7.34254 -3.69159 0.60028 -0.11 0.03 0.06 -0.574
O -5.33809 -4.69846 0.36949 -0.04 0.10 -0.11 -0.441
H -1.98859 -4.86761 0.02049 -0.26 -0.02 0.23 0.086
H -2.83481 -5.10267 1.56143 -0.09 -0.01 0.03 0.430
H -3.17836 -6.16587 0.20252 0.01 -0.02 -0.11 0.367
H -3.99665 -4.11116 -1.08188 -0.10 0.10 0.01 -0.134
H -3.42175 -2.11738 0.16112 -0.15 0.09 -0.06 -0.164
H -3.80679 -2.87450 1.72335 0.03 -0.14 0.00 0.365
```
Forces are in eV/Å.

As for the structure (SMILES): CB(O)P(CC(=O)O)B(O)O.C[C@@H]1COC(=O)O1.C[C@@H]1COC(=O)O1.C[C@@H]1COC(=O)O1.C[C@@H]1COC(=O)O1.C[C@@H]1COC(=O)O1.C[C@@H]1COC(=O)O1.C[C@@H]1COC(=O)O1. For the highest occupied orbital energy, the calculation gives -8.451 eV.